Density functional theory data (the ωB97M-V functional and the def2-TZVPD basis) for C6H9N in the gas phase.

CARTESIAN COORDINATES (ANGSTROEM)
C1 -1.35 0.81 2.03
C2 -1.32 -0.10 0.89
C3 -1.25 -0.85 -0.05
C4 -0.56 -1.17 -1.31
C5 0.52 0.04 -1.14
C6 1.70 -0.25 -0.30
N1 1.89 0.43 -1.58
H1 -0.36 0.89 2.49
H2 -2.05 0.44 2.78
H3 -1.65 1.82 1.73
H4 -1.28 -1.15 -2.15
H5 -0.16 -2.19 -1.29
H6 -0.12 0.90 -1.00
H7 2.08 -1.27 -0.38
H8 1.89 0.21 0.66
H9 2.01 1.44 -1.38

Output
Relative energy (zero: lowest compared OMol25 entry of this formula, charge and spin) in kcal per mole: 100.60
E_tot in eV: -7853.7973
HOMO-LUMO gap in Ha: 0.3643